Entry 1:
Below is C16H18ClMnN3S2 as an isolated structure, with properties calculated with ωB97M-V with the def2-TZVPD basis set.

The geometry in ORCA input format:
```
! wB97M-V def2-TZVPD RIJCOSX def2/J DEFGRID3
* xyz 0 6
Mn 0.724 0.023 -0.078
Cl 0.607 3.141 -2.544
S 3.013 -3.973 -0.212
S 3.031 -0.928 -0.188
N -1.419 -0.905 -0.306
N -1.154 1.741 0.042
N 0.908 -2.489 0.011
C 1.479 -4.769 -0.063
C 1.832 1.963 0.016
C 0.835 4.006 -1.021
C 1.052 5.403 1.319
C 1.204 -6.129 -0.043
C 0.521 6.040 0.200
C 1.475 4.091 1.256
C -2.612 -0.072 -0.522
C -1.128 -5.594 0.234
C -0.854 -4.238 0.216
C -0.109 -6.537 0.101
C 0.463 -3.805 0.055
C 1.404 3.322 0.070
C -2.480 1.209 0.291
C 0.414 5.322 -0.980
C 2.217 -2.435 -0.115
H 0.200 7.071 0.244
H -1.667 -3.537 0.347
H -3.532 -0.599 -0.256
H -2.668 0.168 -1.586
H -1.475 -1.335 0.615
H -1.062 2.055 -0.921
H -3.300 1.888 0.032
H 1.144 5.939 2.256
H 0.000 5.768 -1.874
H -2.150 -5.927 0.359
H -0.343 -7.593 0.118
H 2.034 1.587 -0.987
H -2.576 0.980 1.356
H -0.879 2.527 0.618
H -1.373 -1.686 -0.952
H 2.331 1.536 0.885
H 2.000 -6.856 -0.135
H 1.898 3.628 2.140
*
```

Summary:
LUMO level (alpha / beta): 0.1 / -0.2 eV
HOMO energy (alpha / beta): -0.2293 / -0.2457 hartree
Frontier orbital gap (alpha / beta): 6.38 / 6.51 eV
Calculated total energy: -86868.279 eV
<S²>: 8.756

Entry 2:
Below is a 3-piece molecular cluster, C4H14NO2 overall at a distorted geometry, with properties calculated with ωB97M-V with the def2-TZVPD basis set.

The geometry in ORCA input format:
```
! wB97M-V def2-TZVPD RIJCOSX def2/J DEFGRID3
* xyz 0 2
O -2.708 -0.671 -1.787
O -1.878 1.717 1.011
N -0.226 -0.968 -1.948
C 1.984 -0.097 1.067
C 1.014 -0.596 0.049
C 1.570 0.590 2.339
C 1.037 -0.509 -1.260
H 2.462 0.927 2.883
H -2.830 -1.055 -2.683
H -2.067 2.269 1.763
H 0.232 -1.011 0.695
H 2.582 -1.015 1.325
H -0.171 -1.989 -2.032
H 1.020 -0.007 3.085
H 1.039 1.541 2.221
H 2.736 0.526 0.528
H -2.731 1.687 0.555
H 1.756 -0.117 -1.951
H -3.460 -0.086 -1.629
H -1.098 -0.699 -1.369
H -0.263 -0.436 -2.863
*
```

Summary:
LUMO level (alpha / beta): 0.0 / -0.1 eV
HOMO energy (alpha / beta): -0.0901 / -0.2895 hartree
Frontier orbital gap (alpha / beta): 2.49 / 7.79 eV
Calculated total energy: -9954.951 eV
<S²>: 0.753

Entry 3:
Below is one molecule with the formula C3H5N3S at a distorted geometry, with properties calculated with ωB97M-V with the def2-TZVPD basis set.

The geometry in ORCA input format:
```
! wB97M-V def2-TZVPD RIJCOSX def2/J DEFGRID3
* xyz 0 1
S 1.649 1.833 -1.559
N -0.213 0.694 0.127
N -1.599 -0.704 1.542
N -0.034 -1.469 -0.137
C -0.669 -0.548 0.469
C 0.833 0.498 -0.759
C 0.900 -0.826 -0.910
H -0.680 1.584 0.292
H 1.597 -1.355 -1.592
H -2.510 -0.274 1.320
H 2.394 2.267 -0.508
H -1.668 -1.700 1.713
*
```

Summary:
LUMO level: 0.7 eV
HOMO energy: -0.3119 hartree
Frontier orbital gap: 9.21 eV
Calculated total energy: -18497.678 eV
Structure (SMILES): Nc1ncc(S)[nH]1

Entry 4:
Below is C38H47BF4IrP2S3Si as an isolated structure at a distorted geometry, with properties calculated with ωB97M-V with the def2-TZVPD basis set.

The geometry in ORCA input format:
```
! wB97M-V def2-TZVPD RIJCOSX def2/J DEFGRID3
* xyz -2 2
Ir 0.042 0.081 -0.894
S 1.185 2.364 0.752
S -1.960 -1.803 -0.742
S -2.380 1.514 -2.528
P -0.110 1.359 1.908
P -2.313 -0.664 0.890
Si 1.630 0.016 -2.814
F 1.194 -1.489 0.382
F 1.560 -3.761 0.181
F 1.112 -2.867 2.244
F 3.122 -2.439 1.228
C 2.098 -1.288 4.975
C 2.569 2.731 -3.062
C -1.106 1.124 -1.715
C 0.711 -2.693 -3.223
C 3.761 0.379 -0.937
C 0.743 -1.018 5.125
C -5.126 -0.836 0.896
C -1.811 -3.676 3.620
C -0.963 2.522 3.053
C -0.195 3.332 3.889
C 1.764 1.697 -3.868
C 3.474 -0.391 -2.238
C -4.025 0.013 0.779
C 0.098 -0.205 4.210
C 0.795 0.340 3.132
C 2.148 0.069 2.990
C -2.513 -3.221 4.726
C -5.513 1.795 0.120
C -2.951 3.629 3.858
C -6.602 0.948 0.249
C -2.181 4.443 4.673
C -3.136 -1.247 3.510
C 0.417 2.381 -4.114
C -3.177 -2.000 4.673
C 2.405 1.526 -5.253
C 2.796 -0.746 3.909
C 1.064 -1.436 -4.030
C -1.780 -2.925 2.451
C -6.407 -0.373 0.640
C -0.797 4.287 4.692
C -2.445 -1.708 2.389
C -0.230 -0.994 -4.726
C 4.598 -0.086 -3.239
C 3.613 -1.878 -1.887
C -1.140 0.523 0.869
C -2.339 2.673 3.051
C 2.063 -1.855 -5.118
C -4.229 1.324 0.375
B 1.759 -2.672 1.027
H 2.527 3.702 -3.576
H 2.833 -2.221 -1.215
H -0.191 4.916 5.333
H 0.883 3.212 3.890
H 5.551 -0.434 -2.816
H -0.632 -1.826 -5.322
H -1.269 -4.612 3.664
H -0.309 1.745 -4.616
H -1.224 -3.269 1.589
H -7.255 -1.041 0.732
H 1.729 1.003 -5.933
H -2.538 -3.814 5.634
H -3.717 -1.635 5.539
H 4.712 0.978 -3.450
H 0.029 -2.471 -2.404
H -2.653 5.199 5.289
H 0.209 -3.414 -3.887
H 3.351 0.985 -5.235
H 2.595 2.519 -5.688
H 0.185 -1.455 5.946
H -5.655 2.820 -0.201
H -0.026 2.717 -3.181
H 3.125 0.011 -0.132
H 3.008 -2.198 -4.697
H -0.959 0.002 4.327
H -0.070 -0.152 -5.402
H 2.681 0.484 2.144
H 4.456 -0.605 -4.190
H 3.618 2.468 -2.947
H 3.589 1.451 -1.017
H 2.142 2.863 -2.065
H -3.363 1.964 0.245
H -4.029 3.738 3.842
H 2.282 -1.049 -5.820
H 2.604 -1.937 5.682
H 3.845 -0.976 3.770
H 1.644 -2.691 -5.699
H -4.969 -1.868 1.187
H -0.991 -0.710 -3.995
H 4.570 -2.038 -1.372
H 3.608 -2.512 -2.775
H 1.580 -3.190 -2.795
H -7.602 1.309 0.033
H -3.645 -0.289 3.467
H 4.807 0.217 -0.637
H 0.580 3.273 -4.738
H -2.936 2.031 2.416
*
```

Summary:
LUMO level (alpha / beta): 4.3 / 4.2 eV
HOMO energy (alpha / beta): -0.0482 / -0.0703 hartree
Frontier orbital gap (alpha / beta): 5.57 / 6.16 eV
Calculated total energy: -113525.037 eV
<S²>: 0.758

Asked for relative energy (zero: lowest compared OMol25 entry of this formula, charge and spin) across the records above, the calculation gives 39.1 72.4 5.1 0.0 kcal per mole in order.